(1)
{
  "formula": "C28H37BN8O4PPtS2",
  "method": "wB97M-V/def2-TZVPD",
  "elements": ["Pt", "C", "N", "C", "C", "N", "B", "N", "C", "C", "N", "C", "C", "S", "C", "S", "H", "H", "H", "H", "H", "H", "H", "H", "H", "H", "H", "H", "C", "O", "P", "O", "C", "O", "C", "H", "H", "H", "H", "H", "H", "H", "H", "H", "N", "C", "C", "C", "C", "C", "N", "C", "H", "H", "H", "H", "C", "N", "N", "C", "O", "C", "C", "C", "C", "C", "C", "C", "C", "C", "H", "H", "H", "H", "H", "H", "H", "H", "H", "H", "H", "H"],
  "coordinates": [[1.44, 1.57, -0.23], [-2.46, 3.59, -1.95], [-2.57, 3.10, -0.59], [-3.72, 2.62, -0.01], [-3.39, 2.27, 1.26], [-2.06, 2.55, 1.45], [-1.31, 2.41, 2.82], [-0.62, 0.99, 2.91], [-1.26, -0.12, 3.39], [-0.36, -1.12, 3.52], [0.85, -0.61, 3.10], [2.12, -1.32, 3.13], [0.66, 0.68, 2.72], [1.95, 1.63, 2.06], [-1.57, 3.06, 0.31], [0.04, 3.58, 0.00], [-3.46, 3.72, -2.36], [-1.90, 2.89, -2.57], [-1.94, 4.55, -1.96], [-4.66, 2.58, -0.54], [-3.99, 1.88, 2.05], [-0.47, 3.25, 2.92], [-2.15, 2.43, 3.68], [-2.31, -0.09, 3.63], [-0.45, -2.12, 3.90], [1.91, -2.38, 3.14], [2.68, -1.05, 4.03], [2.70, -1.05, 2.26], [5.61, -0.32, 0.31], [4.18, -0.12, 0.31], [3.50, 0.96, -0.64], [3.80, 0.44, -2.14], [3.24, -0.80, -2.58], [4.53, 2.17, -0.71], [4.46, 3.36, 0.11], [5.94, -0.68, -0.66], [5.81, -1.07, 1.07], [6.13, 0.60, 0.55], [3.03, -0.69, -3.64], [2.31, -1.02, -2.04], [3.95, -1.60, -2.42], [4.58, 4.21, -0.56], [5.27, 3.32, 0.82], [3.50, 3.43, 0.62], [-1.60, -1.24, -5.05], [-0.95, -0.37, -4.68], [-0.12, 0.69, -4.18], [0.38, 1.69, -5.01], [1.17, 2.68, -4.44], [1.42, 2.64, -3.08], [0.95, 1.66, -2.29], [0.19, 0.71, -2.83], [0.17, 1.69, -6.07], [1.58, 3.48, -5.03], [2.00, 3.40, -2.58], [-0.19, -0.04, -2.14], [-1.69, -4.53, -0.08], [-0.93, -3.41, 0.46], [-1.46, -2.13, 0.30], [-0.42, -1.21, 0.17], [-0.59, 0.01, 0.10], [0.78, -2.00, 0.16], [0.42, -3.31, 0.31], [1.27, -4.53, 0.26], [-2.76, -1.86, 0.80], [-3.56, -0.93, 0.14], [-4.83, -0.68, 0.64], [-5.30, -1.33, 1.77], [-4.49, -2.25, 2.42], [-3.21, -2.51, 1.94], [-2.75, -4.36, 0.12], [-1.38, -5.44, 0.43], [-1.54, -4.63, -1.15], [1.78, -1.61, 0.11], [2.32, -4.24, 0.24], [1.06, -5.12, -0.63], [1.10, -5.16, 1.13], [-3.19, -0.43, -0.74], [-5.47, 0.04, 0.13], [-6.30, -1.13, 2.14], [-4.84, -2.76, 3.30], [-2.56, -3.21, 2.45]],
  "e_lumo_ev": -2.87,
  "gap_ev": 7.2,
  "total_charge": 1,
  "homo_energy_ev": -10.1
}

***

(2)
{
  "formula": "C4H12",
  "method": "wB97M-V/def2-TZVPD",
  "elements": ["C", "C", "H", "H", "H", "H", "H", "H", "C", "C", "H", "H", "H", "H", "H", "H"],
  "coordinates": [[0.95, -1.82, 0.04], [0.33, -2.51, 1.25], [0.73, -2.36, -0.88], [0.66, -0.77, -0.04], [2.05, -1.85, 0.00], [-0.75, -2.52, 1.16], [0.79, -2.16, 2.17], [0.61, -3.57, 1.20], [-0.11, 2.31, -0.15], [-1.28, 2.12, -1.12], [-0.31, 2.96, 0.69], [0.22, 1.36, 0.26], [0.82, 2.72, -0.57], [-1.44, 1.05, -1.23], [-1.07, 2.53, -2.10], [-2.19, 2.52, -0.69]],
  "e_lumo_ev": 1.12,
  "gap_ev": 12.8,
  "homo_energy_ev": -11.7,
  "smiles": "CC.CC"
}

***

(3)
{
  "formula": "C4H5NS",
  "method": "wB97M-V/def2-TZVPD",
  "elements": ["C", "C", "C", "S", "N", "C", "H", "H", "H", "H", "H"],
  "coordinates": [[0.78, -2.76, 0.72], [0.18, -1.76, 0.43], [-0.52, -0.54, 0.08], [-2.17, -0.50, -0.07], [0.30, 0.51, -0.10], [-0.19, 1.83, -0.46], [1.27, -3.67, 1.01], [1.30, 0.37, 0.01], [0.64, 2.52, -0.55], [-0.83, 2.20, 0.32], [-0.77, 1.81, -1.40]],
  "e_lumo_ev": 0.16,
  "gap_ev": 8.7,
  "homo_energy_ev": -8.5,
  "smiles": "C#CC(=S)NC"
}

***

(4)
{
  "formula": "C29H48F5N2O7",
  "method": "wB97M-V/def2-TZVPD",
  "elements": ["C", "C", "O", "C", "C", "C", "C", "N", "C", "F", "F", "C", "F", "F", "F", "C", "N", "C", "C", "C", "C", "C", "C", "C", "C", "H", "H", "H", "H", "H", "H", "H", "H", "H", "H", "H", "H", "H", "H", "H", "H", "H", "H", "H", "H", "C", "O", "C", "C", "O", "C", "C", "O", "C", "H", "H", "H", "H", "H", "H", "H", "H", "H", "H", "H", "H", "H", "H", "C", "O", "C", "C", "O", "C", "C", "O", "C", "H", "H", "H", "H", "H", "H", "H", "H", "H", "H", "H", "H", "H", "H"],
  "coordinates": [[4.94, -4.05, -5.56], [6.33, -3.42, -5.30], [6.60, -3.30, -3.91], [6.44, -2.01, -3.40], [4.95, -1.64, -3.17], [4.53, -0.30, -3.72], [5.02, 0.25, -4.87], [4.41, 1.48, -5.00], [4.68, 2.37, -6.12], [5.90, 2.09, -6.56], [4.63, 3.62, -5.71], [3.67, 2.12, -7.30], [4.03, 1.04, -7.96], [2.46, 1.94, -6.80], [3.68, 3.16, -8.10], [3.59, 1.67, -3.97], [3.64, 0.61, -3.19], [2.84, 0.44, -1.96], [1.95, -0.81, -1.98], [1.26, -0.99, -3.31], [0.42, 0.03, -3.82], [-0.19, -0.12, -5.05], [-0.03, -1.28, -5.81], [0.77, -2.29, -5.30], [1.41, -2.14, -4.07], [4.58, -4.43, -4.61], [4.98, -4.87, -6.27], [4.21, -3.30, -5.88], [7.08, -4.09, -5.73], [6.44, -2.47, -5.82], [6.96, -1.29, -4.04], [6.94, -1.98, -2.44], [4.76, -1.65, -2.10], [4.30, -2.39, -3.61], [5.73, -0.21, -5.53], [2.96, 2.54, -3.83], [2.21, 1.32, -1.87], [3.53, 0.45, -1.12], [2.52, -1.70, -1.73], [1.20, -0.66, -1.20], [0.23, 0.95, -3.29], [-0.83, 0.66, -5.45], [-0.52, -1.41, -6.77], [0.90, -3.21, -5.85], [2.01, -2.97, -3.72], [-1.78, -1.65, -1.48], [-1.90, -0.40, -0.84], [-2.58, 0.59, -1.60], [-3.65, 1.31, -0.81], [-4.77, 0.54, -0.42], [-4.63, -0.46, 0.58], [-4.40, 0.05, 1.99], [-3.13, 0.66, 2.15], [-3.15, 1.90, 2.84], [-0.89, -1.64, -2.11], [-1.67, -2.41, -0.71], [-2.65, -1.90, -2.08], [-3.03, 0.15, -2.50], [-1.84, 1.34, -1.92], [-4.06, 2.08, -1.47], [-3.22, 1.84, 0.04], [-3.88, -1.20, 0.31], [-5.59, -0.97, 0.60], [-4.44, -0.81, 2.67], [-5.20, 0.74, 2.27], [-4.03, 2.49, 2.59], [-2.26, 2.46, 2.55], [-3.12, 1.75, 3.93], [-6.42, 1.83, 8.92], [-5.38, 0.87, 8.78], [-5.14, 0.45, 7.46], [-3.66, 0.46, 7.09], [-3.05, 1.75, 7.02], [-2.89, 2.50, 8.21], [-1.89, 1.95, 9.22], [-2.33, 0.75, 9.83], [-1.36, -0.27, 9.90], [-7.39, 1.33, 9.02], [-6.23, 2.39, 9.84], [-6.44, 2.53, 8.08], [-5.70, 1.06, 6.74], [-5.49, -0.59, 7.36], [-3.59, 0.06, 6.07], [-3.09, -0.21, 7.73], [-3.85, 2.71, 8.68], [-2.49, 3.46, 7.88], [-1.78, 2.70, 10.01], [-0.92, 1.81, 8.74], [-0.73, -0.30, 9.00], [-1.88, -1.23, 9.98], [-0.73, -0.15, 10.78]],
  "e_lumo_ev": -3.04,
  "gap_ev": 7.1,
  "total_charge": 1,
  "homo_energy_ev": -10.2
}

***

(5)
{
  "formula": "BrFHP",
  "method": "wB97M-V/def2-TZVPD",
  "elements": ["F", "P", "Br", "H"],
  "coordinates": [[0.90, -1.57, -0.71], [0.47, -0.67, 0.57], [1.33, 1.22, -0.13], [-2.70, 1.02, 0.27]],
  "e_lumo_ev": [-1.23, 0.36],
  "gap_ev": [9.9, 8.9],
  "homo_energy_ev": [-11.1, -8.5]
}

***

(6)
{
  "formula": "C23H29NO6",
  "method": "wB97M-V/def2-TZVPD",
  "elements": ["C", "C", "C", "O", "C", "C", "O", "C", "O", "C", "N", "C", "C", "C", "C", "C", "O", "C", "C", "C", "C", "C", "O", "C", "C", "C", "C", "O", "C", "C", "H", "H", "H", "H", "H", "H", "H", "H", "H", "H", "H", "H", "H", "H", "H", "H", "H", "H", "H", "H", "H", "H", "H", "H", "H", "H", "H", "H", "H"],
  "coordinates": [[-8.09, 3.45, -4.01], [-7.75, 2.00, -3.69], [-7.86, 1.72, -2.19], [-6.97, 2.49, -1.41], [-5.64, 2.03, -1.34], [-5.46, 0.95, -0.26], [-4.18, 0.33, -0.37], [-3.14, 1.00, 0.16], [-3.24, 2.07, 0.72], [-1.88, 0.30, 0.01], [-0.75, 0.88, 0.54], [0.31, 0.09, 0.31], [-0.12, -1.03, -0.40], [-1.53, -0.90, -0.59], [-2.41, -1.86, -1.29], [0.79, -2.08, -0.82], [0.46, -3.09, -1.41], [2.25, -1.78, -0.50], [2.43, -1.01, 0.82], [3.89, -0.83, 1.14], [4.74, -0.16, 0.28], [6.09, 0.01, 0.56], [6.81, 0.69, -0.39], [8.19, 0.88, -0.16], [6.60, -0.50, 1.74], [5.76, -1.17, 2.62], [4.41, -1.34, 2.34], [3.53, -1.97, 3.17], [4.02, -2.54, 4.36], [1.71, 0.35, 0.73], [-7.94, 3.65, -5.07], [-7.46, 4.11, -3.43], [-9.13, 3.65, -3.76], [-8.42, 1.32, -4.22], [-6.73, 1.78, -4.03], [-7.71, 0.64, -2.00], [-8.85, 1.99, -1.84], [-5.03, 2.90, -1.09], [-5.31, 1.63, -2.31], [-5.57, 1.40, 0.73], [-6.18, 0.15, -0.39], [-0.77, 1.76, 1.04], [-2.94, -1.37, -2.10], [-1.83, -2.69, -1.67], [-3.17, -2.24, -0.60], [2.79, -2.72, -0.47], [2.64, -1.19, -1.33], [1.97, -1.59, 1.62], [4.37, 0.24, -0.66], [8.55, 1.43, -1.03], [8.37, 1.48, 0.74], [8.72, -0.07, -0.08], [7.64, -0.39, 2.00], [6.19, -1.55, 3.54], [4.43, -1.78, 5.03], [4.78, -3.30, 4.17], [3.15, -3.01, 4.84], [1.74, 0.85, 1.70], [2.21, 0.99, 0.01]],
  "e_lumo_ev": 0.65,
  "gap_ev": 8.8,
  "homo_energy_ev": -8.1,
  "smiles": "CCCOCCOC(=O)c1[nH]c2c(c1C)C(=O)C[C@@H](c1cc(OC)ccc1OC)C2"
}